(1)
Below is a 16-piece molecular cluster, C56H156N12O16 overall at a distorted geometry, with properties calculated with ωB97M-V/def2-TZVPD.

Each line ends with the Mulliken charge.
CARTESIAN COORDINATES (ANGSTROEM)
O (-7.864220, -30.334110, 7.786310)  -0.553
O (-14.941230, -25.564310, 10.506440)  -0.490
O (-18.215530, -20.787200, 8.566090)  -0.454
O (-11.131670, -27.133380, 10.276210)  -0.310
O (-17.083600, -26.434750, 2.950360)  -0.129
O (-9.396500, -23.099900, 3.668810)  -0.229
O (-10.752820, -26.830190, 0.931710)  -0.353
O (-19.229990, -25.473580, 7.865260)  -0.455
O (-11.969850, -31.918810, 0.363220)  -0.359
O (-13.433700, -29.641870, 6.164600)  -0.287
O (-6.042100, -23.835150, 7.243670)  -0.177
O (-17.516530, -20.344160, 4.585710)  0.278
O (-8.590860, -21.567530, 8.715060)  -0.634
O (-13.861580, -24.359430, 5.448240)  0.747
O (-13.106800, -23.258570, 0.483370)  -0.609
O (-13.155690, -19.554630, 3.319820)  -0.449
N (-12.615500, -20.522480, -0.207840)  -0.679
N (-21.117770, -24.785150, 4.614310)  -0.616
N (-6.811570, -23.893250, 4.385200)  -0.698
N (-20.117310, -19.093930, 9.649170)  -0.821
N (-12.504240, -29.114240, -0.065870)  -0.453
N (-12.519940, -32.091910, 5.143150)  -0.612
N (-8.046900, -26.208510, 8.604840)  0.016
N (-9.450030, -31.725800, 5.983650)  -0.471
N (-11.607060, -24.556070, 2.430740)  0.129
N (-18.895420, -23.547220, 3.322280)  -0.754
N (-17.462390, -28.087340, 11.856390)  -0.660
N (-17.578840, -27.674230, -0.654270)  -0.746
C (-14.086040, -19.786440, 4.423140)  -0.979
C (-5.690280, -24.887410, 6.328190)  -1.274
C (-17.839160, -18.977410, 4.540580)  -1.203
C (-14.420030, -24.738440, -0.912410)  -1.133
C (-15.414680, -27.472900, 12.973510)  -1.315
C (-9.763590, -27.316390, 10.062990)  -0.265
C (-14.389880, -23.796940, 0.307110)  1.037
C (-12.570370, -29.778960, 1.222600)  0.342
C (-16.635690, -22.800270, 3.082280)  -1.209
C (-13.030800, -31.220470, 1.084680)  -0.904
C (-17.932860, -22.662210, 3.919700)  2.416
C (-19.691020, -25.648600, 6.510900)  -0.233
C (-12.313280, -33.299690, 0.264080)  -0.804
C (-10.694360, -22.405960, 7.887780)  -0.648
C (-7.354130, -29.716280, 8.974190)  -0.638
C (-9.251040, -25.457400, -0.360860)  -0.918
C (-9.177610, -21.751720, 3.859840)  -0.551
C (-18.396760, -21.210190, 3.918960)  -1.710
C (-19.310050, -26.766640, 0.722690)  -1.405
C (-14.529490, -23.284540, 6.109610)  0.665
C (-15.724660, -26.809690, 10.524820)  -0.196
C (-16.428060, -27.086390, 11.879000)  0.305
C (-16.042470, -26.677880, 3.915440)  -0.204
C (-14.285150, -25.350740, 9.290640)  0.318
C (-13.834420, -28.425110, 6.740270)  -0.216
C (-20.705680, -24.577920, 5.978580)  1.357
C (-10.243760, -26.208840, 7.633480)  1.081
C (-16.994910, -27.272850, 1.724930)  -0.593
C (-17.099190, -20.375400, 7.914250)  -0.568
C (-10.239880, -29.756730, 4.791370)  -0.709
C (-13.027730, -31.959480, 6.480820)  0.605
C (-5.003920, -23.585830, 8.235280)  -0.923
C (-6.982030, -26.305710, 4.605410)  -1.639
C (-9.893370, -26.801440, -0.215460)  -0.509
C (-13.035380, -18.302020, 0.579870)  -1.515
C (-13.486270, -28.958020, 2.151990)  0.067
C (-17.813760, -26.765810, 0.495150)  0.437
C (-12.542560, -33.124540, 7.305040)  -1.692
C (-6.941270, -24.999410, 5.360990)  2.833
C (-13.057400, -23.924800, 4.359340)  1.351
C (-12.411940, -25.041400, 3.522350)  1.879
C (-9.135030, -30.351820, 5.638800)  -0.109
C (-12.941820, -30.613710, 7.128060)  -0.221
C (-8.765890, -29.496360, 6.944160)  1.374
C (-18.240460, -24.470920, 8.069360)  0.747
C (-13.466210, -20.204910, 2.135970)  0.604
C (-22.005340, -24.669530, 6.773220)  -1.913
C (-11.801390, -28.330530, 10.591310)  -0.108
C (-12.601620, -19.697590, 0.974040)  0.418
C (-9.229660, -22.055910, 7.550210)  0.264
C (-9.438510, -26.149200, 8.971270)  0.017
C (-11.598140, -26.084940, 4.260490)  0.279
C (-19.470300, -20.618160, 7.892260)  0.812
C (-21.897380, -19.953120, 8.297070)  -1.414
C (-20.584660, -20.270020, 8.953010)  0.314
C (-10.623780, -21.162860, 4.037720)  0.028
H (-22.659570, -19.951830, 9.076280)  0.369
H (-19.341080, -21.152460, 4.460280)  0.340
H (-11.444960, -26.957200, 3.625050)  -0.102
H (-14.799700, -28.343890, 12.747080)  0.271
H (-8.570400, -22.180920, 9.453250)  0.342
H (-12.732650, -34.060430, 6.779610)  0.382
H (-12.928690, -17.698590, 1.481310)  0.294
H (-13.199640, -25.505460, 2.928820)  -0.967
H (-15.371410, -25.265190, -0.986670)  0.257
H (-4.815500, -24.472430, 8.840710)  0.335
H (-11.216860, -29.663760, 5.265680)  -0.413
H (-20.677440, -21.107560, 9.644390)  0.411
H (-11.339430, -27.573910, 0.775630)  -0.039
H (-8.129150, -29.786310, 9.737440)  0.289
H (-19.879770, -18.399590, 8.955230)  0.319
H (-21.330660, -25.765450, 4.496890)  0.273
H (-14.505100, -19.996760, 1.880080)  0.705
H (-17.348520, -24.704850, 7.488130)  -0.435
H (-15.122430, -22.992040, 0.367230)  0.264
H (-16.322150, -23.844180, 3.088670)  -0.095
H (-14.227890, -24.378180, -1.923050)  0.337
H (-13.204320, -27.905320, 2.172840)  -0.198
H (-14.090360, -32.056400, 6.258260)  0.414
H (-6.014200, -26.547240, 4.166020)  0.483
H (-13.398090, -29.399340, 3.144740)  -0.381
H (-11.921760, -30.470710, 7.484620)  -0.376
H (-8.324610, -28.572020, 6.571360)  -0.635
H (-15.106210, -19.415160, 4.325640)  0.254
H (-16.371700, -26.141460, 4.805360)  -0.219
H (-15.163870, -23.738530, 6.870890)  -0.308
H (-17.040300, -18.481520, 5.091950)  0.292
H (-10.619550, -20.080520, 3.908790)  0.641
H (-16.406650, -26.837650, 9.674990)  0.222
H (-18.868500, -25.797460, 5.811320)  -0.112
H (-22.119580, -20.632890, 7.474490)  0.270
H (-7.724360, -25.504540, 7.956380)  -0.258
H (-19.643090, -23.848020, 3.931060)  0.197
H (-16.885800, -22.504880, 2.063320)  0.749
H (-9.187020, -27.623470, -0.331310)  0.293
H (-14.947810, -25.521040, 8.442120)  -0.097
H (-14.763460, -26.645740, 13.256060)  0.323
H (-11.658810, -28.650080, 11.623620)  0.395
H (-22.689370, -23.881740, 6.457650)  0.513
H (-22.508830, -25.623880, 6.618940)  0.389
H (-8.912980, -31.968020, 6.804020)  0.298
H (-14.065860, -18.265250, 0.226500)  0.337
H (-15.974220, -27.224440, 1.345530)  0.155
H (-19.713330, -21.588540, 7.459350)  -0.873
H (-6.075030, -24.133880, 3.737360)  0.261
H (-18.630530, -20.892090, 2.902960)  0.383
H (-17.252340, -19.379600, 7.498270)  0.314
H (-11.645300, -33.899950, -0.353650)  0.265
H (-9.937310, -25.403410, 6.966040)  -0.366
H (-11.262450, -21.508820, 8.133740)  0.424
H (-21.817850, -18.959680, 7.855670)  0.354
H (-12.683270, -31.132240, 4.873970)  -0.169
H (-17.058710, -28.320850, 2.017720)  0.504
H (-19.516740, -19.870290, 7.100670)  0.178
H (-18.865010, -18.746200, 4.827410)  0.369
H (-9.482190, -28.308670, 9.710440)  -0.221
H (-13.408950, -28.863580, -0.438390)  0.249
H (-17.868100, -28.167640, 10.934950)  0.225
H (-12.885050, -28.225340, 10.539270)  -0.319
H (-12.154380, -29.820050, -0.697950)  0.314
H (-12.317290, -23.218310, 4.735130)  -1.122
H (-14.579120, -24.495080, 1.122520)  -0.634
H (-11.281340, -21.566310, 3.267690)  -0.489
H (-13.922160, -24.325340, 9.220800)  0.285
H (-10.762190, -24.076340, 2.706700)  0.060
H (-9.681150, -29.169920, 7.437960)  -0.497
H (-9.883370, -28.753680, 4.557110)  0.241
H (-10.080260, -24.750060, -0.374450)  0.119
H (-5.327420, -22.782340, 8.896990)  0.258
H (-6.511890, -30.263100, 9.398110)  0.360
H (-13.802360, -22.676650, 6.647990)  0.244
H (-17.895080, -24.477310, 9.103170)  0.334
H (-7.133310, -27.190440, 5.223840)  0.009
H (-13.350530, -21.286400, 2.207400)  -0.843
H (-8.576590, -21.531390, 4.742080)  0.126
H (-16.237220, -20.342080, 8.580590)  0.402
H (-12.488480, -33.667140, 1.275210)  0.293
H (-11.649710, -19.519660, 1.474350)  0.164
H (-7.507280, -26.128980, 9.454890)  0.346
H (-13.169220, -31.699130, 2.054120)  0.458
H (-19.570360, -27.740100, 1.138270)  0.364
H (-11.525320, -32.089500, 5.318720)  0.337
H (-10.758100, -23.063100, 8.755070)  0.452
H (-18.014240, -28.561590, -0.446620)  0.291
H (-12.485350, -17.746520, -0.179730)  0.355
H (-10.612640, -27.067260, -0.990120)  0.393
H (-11.163110, -22.845020, 7.007100)  -0.330
H (-19.163110, -19.292520, 9.914070)  0.320
H (-9.117540, -21.276720, 6.796290)  0.307
H (-16.838370, -26.105120, 12.117450)  0.175
H (-19.952640, -26.557010, -0.132430)  0.459
H (-14.696520, -28.493800, 7.403720)  0.490
H (-8.735380, -22.971150, 7.224440)  -0.135
H (-18.192900, -27.966460, 12.543300)  0.253
H (-13.062750, -27.926480, 7.326770)  0.165
H (-8.694380, -25.379190, -1.294730)  0.408
H (-4.806490, -24.628830, 5.744970)  0.573
H (-5.481510, -25.767150, 6.936940)  0.382
H (-21.999350, -24.293390, 4.581230)  0.226
H (-9.028090, -32.265070, 5.241180)  0.243
H (-13.235290, -33.336220, -0.316160)  0.336
H (-18.501400, -24.437350, 3.053020)  0.131
H (-8.631400, -21.364670, 2.999640)  0.439
H (-7.892900, -24.900830, 5.883280)  -1.518
H (-14.020330, -31.146480, 0.633620)  0.425
H (-15.168960, -27.702520, 10.238170)  0.091
H (-15.800750, -22.170070, 3.388600)  -0.344
H (-17.647920, -18.636500, 3.523070)  0.379
H (-8.504020, -23.440850, 3.762760)  -0.072
H (-21.703240, -24.619970, 7.819340)  0.426
H (-18.574910, -23.472950, 7.786010)  -0.453
H (-15.928780, -27.722710, 13.901630)  0.407
H (-20.355380, -23.547100, 6.031560)  -0.544
H (-11.312230, -25.335850, 1.860550)  0.622
H (-19.484180, -26.034220, 1.510940)  0.094
H (-10.391050, -30.336330, 3.880700)  0.639
H (-18.083920, -27.395720, -1.483380)  0.284
H (-13.472040, -30.561290, 8.078970)  0.753
H (-6.369100, -23.255430, 5.031340)  0.340
H (-4.069310, -23.291830, 7.757610)  0.318
H (-13.723860, -25.564780, -0.768850)  0.116
H (-14.219700, -27.789560, 5.942930)  -0.325
H (-15.093920, -22.568740, 5.511980)  -0.875
H (-13.688390, -19.273640, 5.298940)  0.476
H (-12.678400, -23.739140, 1.195500)  0.075
H (-16.888270, -21.047050, 7.082080)  0.067
H (-14.227960, -20.839850, 4.664580)  0.284
H (-11.057900, -21.352100, 5.019470)  -0.185
H (-13.407890, -25.989280, 9.186750)  -0.092
H (-13.547630, -20.502350, -0.596200)  0.349
H (-10.638620, -25.816570, 4.702520)  -0.535
H (-7.791810, -26.277790, 3.876320)  0.345
H (-12.620730, -21.452720, 0.185510)  0.302
H (-11.601900, -29.716130, 1.718800)  0.074
H (-20.185370, -26.616900, 6.432820)  0.367
H (-13.163140, -33.125500, 8.201130)  0.466
H (-7.081630, -28.669780, 8.837460)  0.112
H (-11.314660, -26.074880, 7.786270)  -0.388
H (-16.052650, -27.743550, 4.144260)  0.800
H (-17.530610, -25.760000, 0.184880)  0.167
H (-14.563460, -29.035920, 2.004680)  0.379
H (-8.261320, -30.321770, 4.987790)  0.604
H (-11.603310, -29.143720, 9.893030)  0.132
H (-9.652630, -25.205790, 9.473480)  0.093
H (-8.574890, -25.228890, 0.462970)  0.160
H (-17.753030, -23.000280, 4.940220)  -0.210
H (-10.152990, -27.207800, 7.206940)  -0.415
H (-9.279240, -27.138120, 11.023060)  0.567
H (-11.513180, -33.004640, 7.642810)  0.261
H (-15.068580, -26.309190, 3.593420)  -0.142
H (-13.599280, -23.250300, 3.696380)  -1.219
H (-12.131750, -26.498490, 5.116250)  -0.081

Forces on atoms 1 to 3 (eV/Å):
-0.62 1.32 -1.13
-1.34 -1.58 0.95
-2.31 -0.07 1.28

Properties
* relative energy (zero: lowest compared OMol25 entry of this formula, charge and spin): 3.487 eV
* multiplicity: 1


(2)
Below is a 2-piece molecular cluster, C5H8O2 overall, with properties calculated with ωB97M-V/def2-TZVPD.

Each line ends with the Mulliken charge.
CARTESIAN COORDINATES (ANGSTROEM)
O (-1.656670, -0.016207, 1.433436)  -0.519
O (-0.521902, -1.860555, -1.311594)  -0.651
C (0.521180, 0.327802, 0.325810)  -0.054
C (1.789365, -0.022499, 0.077650)  -1.013
C (-0.271846, -0.237964, 1.502004)  -0.317
C (-0.787684, 2.047348, -1.200958)  0.347
C (-0.169325, 1.273244, -0.512197)  -0.475
H (0.063954, 0.272094, 2.411605)  0.318
H (-1.328560, 2.759039, -1.786389)  0.428
H (-1.942781, -0.123224, 0.519218)  0.318
H (2.295524, -0.760892, 0.697288)  0.328
H (2.352886, 0.416448, -0.740716)  0.323
H (-0.761093, -1.193590, -1.966736)  0.318
H (-0.023504, -1.306099, 1.607749)  0.296
H (0.397937, -1.645470, -1.104207)  0.351

Forces on atoms 1 to 3 (eV/Å):
-0.01 0.00 -0.12
0.03 0.04 -0.15
0.22 0.05 0.02

Properties
* SMILES: C#CC(=C)CO.O
* relative energy (zero: lowest compared OMol25 entry of this formula, charge and spin): 2.961 eV
* multiplicity: 1